110
Properties=species:S:1:pos:R:3:forces:R:3:lowdin_charge:R:1 method="wB97M-V/def2-TZVPD" homo_ev=-11.7 charge=+1 homo_lumo_gap_ev=9.625 largest_force_ev_per_a=0.6
F 5.22205 -1.44825 2.29376 -0.037 -0.106 -0.046 0.089
F -9.53229 5.16818 7.11091 -0.090 0.002 -0.051 0.084
O 1.03330 -0.22950 1.51223 -0.226 -0.068 -0.162 0.152
O -10.09022 3.46230 5.73577 0.160 -0.151 0.058 0.136
O -2.89916 3.28031 -2.80745 0.021 0.101 -0.034 -0.176
O 3.22134 -0.75476 1.50007 0.082 0.201 -0.114 0.130
O 2.26186 -0.08586 3.38298 0.021 0.030 0.123 0.085
O -9.45525 4.30097 3.77747 0.088 0.085 -0.005 0.060
O -10.64488 2.39084 3.82634 -0.016 -0.093 -0.061 0.182
O -3.91778 -2.18149 1.32970 0.024 -0.345 -0.147 -0.086
N -2.37444 -1.74526 -0.61997 -0.122 -0.044 -0.537 -0.039
C -1.55617 3.72542 -2.75687 -0.177 -0.083 0.013 -0.092
C 5.54820 -3.15443 -1.45706 -0.053 0.059 -0.239 -0.205
C -9.12592 4.45369 6.03902 -0.090 -0.019 -0.072 -0.317
C 8.73353 2.49724 0.87086 -0.041 0.103 0.039 -0.282
C -3.11084 1.88723 -2.77652 -0.060 0.185 0.007 -0.219
C 2.07191 -0.34472 2.07973 0.143 -0.118 0.145 -0.555
C -5.37080 -2.72999 -0.38732 0.067 0.213 -0.305 -0.131
C 4.29242 -0.47973 2.39806 -0.059 -0.047 0.021 -0.304
C -3.99908 1.48142 -1.59379 0.241 -0.459 -0.017 -0.123
C -9.09818 5.27546 4.76510 -0.003 0.023 -0.033 -0.045
C -7.50863 1.20061 2.06819 0.376 -0.343 -0.228 -0.053
C -2.77457 -1.49358 1.76666 0.143 0.266 0.182 -0.146
C -7.40279 1.10713 0.68224 0.212 -0.287 0.269 -0.044
C 8.47576 -0.77343 -2.25941 -0.280 -0.043 -0.065 -0.220
C -4.65031 -1.54854 0.27044 -0.247 0.091 0.356 -0.367
C 8.15607 0.32388 -1.25274 0.226 0.037 -0.242 -0.227
C 7.84495 -2.13219 -1.93975 0.153 0.250 -0.041 -0.209
C -1.69904 -1.57171 0.69253 0.154 -0.303 0.260 -0.064
C 4.29036 -3.72381 -2.12712 0.131 0.019 0.412 -0.210
C -6.48338 0.23630 0.09835 -0.185 0.129 0.400 -0.036
C -3.30536 0.57934 -0.55499 0.349 0.174 -0.177 -0.106
C 8.96207 1.59209 -1.50579 -0.260 0.023 -0.220 -0.226
C -10.12453 3.29224 4.38665 -0.022 0.206 0.094 -0.559
C -5.75650 -0.46136 2.27255 -0.356 0.336 -0.133 -0.012
C -6.67824 0.40946 2.85668 0.050 0.021 -0.465 -0.051
C -1.45213 -1.56408 -1.79376 0.254 0.166 0.238 -0.107
C 8.80155 3.78115 1.68272 0.096 0.005 -0.142 -0.118
C 1.88513 -3.27492 -2.79912 -0.233 0.026 0.356 -0.200
C -3.63269 -0.90474 -0.71697 0.107 0.159 0.037 -0.146
C 3.05209 -2.86243 -1.90775 0.127 -0.150 -0.266 -0.219
C 3.59101 -0.49312 3.74194 0.011 0.017 0.040 -0.029
C -0.45899 -2.69673 -1.96718 0.077 0.002 -0.203 -0.171
C -6.22635 -2.43827 -1.62115 -0.043 -0.025 -0.038 -0.065
C 6.37706 -2.24296 -2.36721 0.117 -0.086 0.430 -0.207
C 0.73261 -2.25511 -2.81698 0.174 -0.245 -0.016 -0.190
C -5.64308 -0.56165 0.88134 -0.100 0.315 0.176 -0.138
C 8.57730 2.76585 -0.62145 0.196 0.035 0.182 -0.234
H -9.85780 6.05692 4.79846 -0.013 0.010 0.069 0.146
H -2.41075 -2.00129 2.65227 -0.054 -0.077 0.173 0.143
H -6.00616 -1.48266 -2.08721 0.064 0.130 -0.065 0.055
H 9.64530 1.92226 1.02928 0.107 -0.136 0.069 0.111
H -8.18136 3.96516 6.28528 0.012 0.045 0.089 0.171
H 4.01414 0.18985 4.47155 -0.115 0.102 -0.042 0.145
H -6.05611 -3.19039 -2.38446 -0.028 -0.160 -0.066 0.080
H 10.02785 1.39323 -1.39797 0.146 -0.116 0.074 0.116
H 7.95279 -2.32521 -0.87224 -0.073 -0.022 0.180 0.106
H -2.99277 -0.46506 2.05246 -0.104 0.124 -0.075 0.127
H -0.90889 -0.64029 -1.62327 -0.016 0.169 0.045 0.123
H 7.98203 4.44579 1.41863 -0.159 0.089 0.059 0.071
H 3.56106 -1.50430 4.14826 0.059 -0.029 -0.030 0.148
H 5.25063 -2.58837 -0.57447 0.021 0.016 0.232 0.101
H -8.05077 1.69721 0.05375 -0.051 0.073 -0.093 0.111
H -1.49293 4.65377 -3.31250 -0.014 0.149 -0.050 0.089
H -2.06933 -1.43591 -2.67666 -0.121 -0.010 -0.123 0.143
H 2.75943 -2.94756 -0.86045 -0.047 0.204 0.156 0.113
H 7.90874 1.89062 1.23891 -0.119 -0.218 -0.003 0.093
H -8.12864 5.70810 4.53833 0.023 -0.106 -0.091 0.139
H -5.97134 -3.17611 0.39668 -0.005 -0.256 0.093 0.135
H -4.60265 -3.45118 -0.67213 0.080 -0.216 0.147 0.113
H 1.10502 -1.30369 -2.44016 0.007 0.194 -0.029 0.110
H -0.88079 3.00595 -3.21732 0.113 -0.095 -0.069 0.082
H -1.24517 3.91021 -1.72931 0.095 -0.020 0.158 0.086
H 2.23804 -3.46925 -3.80710 0.086 0.064 -0.168 0.112
H -6.74187 0.46310 3.93182 -0.028 -0.024 0.137 0.106
H -3.96892 -1.06950 -1.73591 -0.182 -0.058 -0.110 0.141
H 0.40893 -2.10703 -3.84428 -0.132 0.188 -0.106 0.117
H -3.49565 0.91156 0.45913 -0.209 0.015 0.120 0.121
H 5.94019 -1.24489 -2.37282 -0.151 0.110 -0.165 0.103
H -4.35804 2.38228 -1.11242 -0.178 0.159 -0.027 0.128
H 8.77399 3.59493 2.75226 -0.043 -0.022 0.140 0.066
H -2.15456 1.36055 -2.74448 0.147 -0.081 0.004 0.101
H -1.09672 -2.45717 0.85663 0.156 -0.112 -0.079 0.135
H -0.08263 -3.04302 -1.00729 0.001 -0.017 0.187 0.114
H 9.21853 3.61257 -0.86670 0.053 0.127 -0.129 0.110
H -7.28628 -2.44682 -1.39592 -0.133 0.096 0.085 0.087
H -0.93840 -3.53523 -2.47035 -0.100 -0.212 0.134 0.127
H 7.55660 3.08420 -0.83801 -0.148 0.022 -0.013 0.112
H 4.10741 -4.71739 -1.72059 -0.132 -0.178 -0.076 0.112
H -5.15011 -1.06391 2.92607 0.105 -0.159 -0.012 0.113
H 4.74017 0.47495 2.12200 0.110 -0.014 -0.009 0.175
H 8.41751 -2.90801 -2.44389 0.038 -0.174 -0.013 0.110
H -2.70019 -2.71208 -0.65470 -0.048 -0.068 0.103 0.173
H -8.23275 1.86142 2.51596 -0.112 0.078 0.048 0.090
H 6.34443 -2.63868 -3.37958 -0.060 0.105 -0.226 0.110
H -2.23547 0.70503 -0.71357 0.154 0.059 0.157 0.106
H 1.49582 -4.22187 -2.42182 0.004 -0.226 -0.127 0.114
H 9.55643 -0.86589 -2.34287 0.162 -0.067 -0.022 0.112
H -6.46056 0.19087 -0.97549 0.050 -0.042 -0.129 0.089
H 8.81270 1.88157 -2.54709 0.053 0.041 -0.150 0.113
H 8.09913 -0.45017 -3.23097 0.171 0.030 -0.250 0.114
H 3.31231 -1.82001 -2.09536 -0.026 0.164 -0.018 0.115
H -1.02649 -0.72338 0.67537 -0.042 0.179 -0.108 0.111
H -3.60111 1.60991 -3.70914 -0.031 -0.030 -0.162 0.124
H 7.09866 0.58385 -1.33156 -0.196 -0.075 0.264 0.112
H 9.72573 4.31127 1.46541 0.107 0.114 -0.017 0.073
H -4.84550 0.94089 -2.00349 -0.315 0.128 0.062 0.089
H 4.47032 -3.84131 -3.19439 0.021 -0.062 -0.157 0.107
H 6.17721 -3.96593 -1.09637 0.091 -0.146 -0.051 0.110
H 8.37052 -0.05301 -0.25617 -0.155 -0.020 0.293 0.108

---

21
Properties=species:S:1:pos:R:3:forces:R:3:lowdin_charge:R:1 method="wB97M-V/def2-TZVPD" homo_ev=-12.9 charge=+1 homo_lumo_gap_ev=9.236 largest_force_ev_per_a=1.4 de_lowest_kcal_mol=59.5
O 3.83739 -0.29688 -0.77976 -0.023 0.212 0.442 -0.055
N -3.07091 -0.71078 0.31116 0.625 1.262 0.064 0.200
N -1.61375 1.71860 0.14258 0.193 0.234 1.363 0.127
C -1.62004 -0.62444 0.01300 0.521 -0.717 0.022 -0.060
C 2.66101 -0.82565 -0.18501 0.083 0.371 -0.088 -0.248
C -0.94304 0.51190 0.19264 -0.555 0.568 -0.862 -0.325
C 0.54408 0.60390 0.38509 0.226 -0.213 -0.625 -0.115
C 1.38388 -0.11511 -0.68895 -0.309 -1.297 -0.402 -0.151
H -2.31384 2.02122 -0.50181 -0.265 -0.431 -0.336 0.108
H 0.84479 0.18297 1.34408 -0.249 0.278 0.206 0.122
H -1.14527 -1.57641 -0.14667 -0.078 -0.110 0.149 0.120
H 0.82288 -0.93177 -1.16780 -0.332 0.305 0.289 0.101
H 4.38685 0.07090 -0.07891 0.050 -0.006 -0.255 0.091
H -3.15864 -0.38510 1.27935 -0.307 -0.836 0.287 0.175
H -3.62717 -0.00283 -0.15699 -0.225 -0.227 -0.767 0.155
H 0.75228 1.66745 0.31010 0.375 0.053 0.470 0.119
H 1.60098 0.53010 -1.52828 0.342 0.373 -0.014 0.120
H -1.24298 2.46451 0.70457 0.164 0.192 -0.183 0.108
H 2.71385 -0.78161 0.91239 0.026 -0.050 -0.202 0.118
H -3.42007 -1.64813 0.12066 -0.257 0.114 0.318 0.176
H 2.60774 -1.87283 -0.48146 -0.005 -0.077 0.124 0.114

---

18
Properties=species:S:1:pos:R:3:forces:R:3:lowdin_charge:R:1 method="wB97M-V/def2-TZVPD" homo_ev=-5.7 homo_lumo_gap_ev=6.662 largest_force_ev_per_a=2.8 de_lowest_kcal_mol=81.8
N -2.00273 0.32296 0.69263 -0.066 -0.252 0.070 0.027
N 0.95274 -0.54471 -1.25576 -1.537 -0.669 1.248 -0.034
N -0.73056 -1.92724 -0.31012 -0.060 0.227 0.057 0.090
C -0.19123 -0.64762 -0.57997 1.007 -0.520 -1.022 -0.356
C 1.80757 0.50119 -1.29014 0.977 0.707 -0.611 -0.111
C -0.66895 0.51232 0.18305 2.180 0.913 1.580 -0.348
C 0.49202 0.85513 1.40845 -2.027 -0.130 -1.004 -0.026
H -0.03822 1.56873 2.03744 -0.019 -0.022 0.183 0.048
H 2.65006 0.39516 -1.95183 -0.016 -0.172 -0.198 0.018
H -0.64601 1.41441 -0.43361 -0.091 -0.094 -0.138 0.125
H 1.41922 1.32516 1.09921 -0.041 -0.264 -0.331 0.031
H -0.34728 -2.67689 -0.87352 -0.074 0.156 0.059 0.081
H 1.40713 1.49525 -1.21533 -0.205 0.103 0.213 0.023
H -2.00233 -0.38521 1.41930 -0.039 0.104 0.044 0.074
H 0.68731 -0.05339 1.97448 0.004 -0.058 -0.035 0.061
H -1.74016 -1.91759 -0.37453 -0.017 -0.073 -0.116 0.073
H 1.31677 -1.41952 -1.61531 -0.016 0.121 -0.019 0.150
H -2.36535 1.18188 1.08555 0.040 -0.078 0.018 0.075